1.
The following is a DFT calculation (ωB97M-V/def2-TZVPD) of a molecular structure, C41H55ClN12O4SSiTa in a non-equilibrium geometry.

Geometry (Å):
1 Ta -0.145 -0.156 -0.553
2 C 3.531 -1.998 1.384
3 C 2.339 -1.704 0.545
4 N 1.322 -0.973 0.957
5 N 1.295 -0.598 2.237
6 C 0.318 0.149 2.656
7 N 0.212 0.459 3.940
8 S -0.899 0.835 1.564
9 C 2.207 -2.216 -0.800
10 C 3.143 -3.057 -1.420
11 C 2.884 -3.554 -2.683
12 C 1.701 -3.187 -3.325
13 C 0.842 -2.318 -2.682
14 N 1.073 -1.853 -1.453
15 H 3.386 -1.595 2.382
16 H 3.725 -3.069 1.455
17 H 4.413 -1.524 0.946
18 H 0.872 0.089 4.608
19 H -0.542 1.036 4.278
20 H 4.065 -3.302 -0.921
21 H 3.588 -4.209 -3.174
22 H 1.462 -3.546 -4.312
23 H -0.065 -1.977 -3.166
24 N -0.784 3.818 0.811
25 N -1.492 4.366 -0.247
26 C -1.890 3.654 -1.296
27 N -2.593 4.230 -2.261
28 N -1.546 2.333 -1.297
29 N -1.867 1.558 -2.270
30 O -1.535 0.336 -2.084
31 O -2.451 1.867 -3.278
32 H -1.014 4.299 1.676
33 H 0.231 3.840 0.658
34 H -1.738 5.355 -0.223
35 H -2.861 5.200 -2.217
36 H -2.876 3.688 -3.073
37 C -5.392 -6.026 -3.852
38 C -5.400 -5.669 -2.349
39 C -5.492 -6.957 -1.527
40 C -6.652 -4.825 -2.070
41 C -4.099 -4.870 -2.007
42 O -4.089 -3.626 -2.678
43 C -2.839 -5.701 -2.382
44 C -1.679 -4.866 -2.954
45 C -1.912 -4.439 -4.375
46 C -2.102 -3.100 -4.711
47 C -2.346 -2.721 -6.017
48 C -2.401 -3.690 -7.017
49 Cl -2.682 -3.228 -8.649
50 C -2.218 -5.034 -6.696
51 C -1.965 -5.395 -5.388
52 C -4.064 -4.499 -0.483
53 N -3.342 -3.276 -0.275
54 C -2.039 -3.022 -0.236
55 N -1.838 -1.696 -0.182
56 C -3.115 -1.200 -0.176
57 N -4.011 -2.134 -0.237
58 H -6.412 -6.092 -4.222
59 H -4.926 -6.992 -4.030
60 H -4.870 -5.288 -4.465
61 H -6.326 -7.551 -1.890
62 H -5.674 -6.746 -0.477
63 H -4.597 -7.565 -1.610
64 H -7.528 -5.377 -2.399
65 H -6.632 -3.874 -2.597
66 H -6.791 -4.624 -1.011
67 H -4.672 -3.681 -3.444
68 H -3.107 -6.447 -3.125
69 H -2.493 -6.240 -1.501
70 H -0.782 -5.489 -2.911
71 H -1.524 -3.981 -2.338
72 H -2.097 -2.344 -3.937
73 H -2.510 -1.685 -6.265
74 H -2.276 -5.784 -7.468
75 H -1.800 -6.434 -5.149
76 H -3.633 -5.303 0.108
77 H -5.078 -4.287 -0.145
78 H -1.269 -3.766 -0.176
79 H -3.366 -0.157 -0.102
80 C 4.530 1.149 -1.333
81 C 3.703 1.385 -2.600
82 C 4.381 2.431 -3.483
83 C 3.585 0.076 -3.382
84 Si 1.969 2.085 -2.072
85 O 1.125 0.972 -1.176
86 C 0.761 2.360 -3.518
87 C 0.333 1.274 -4.283
88 C -0.475 1.458 -5.391
89 C -0.861 2.736 -5.764
90 C -0.453 3.824 -5.011
91 C 0.337 3.637 -3.890
92 C 2.230 3.566 -0.925
93 C 2.206 3.409 0.464
94 C 2.524 4.468 1.303
95 C 2.874 5.698 0.770
96 C 2.911 5.864 -0.606
97 C 2.593 4.808 -1.443
98 H 5.535 0.826 -1.595
99 H 4.066 0.385 -0.710
100 H 4.618 2.061 -0.749
101 H 5.324 2.042 -3.862
102 H 4.595 3.338 -2.926
103 H 3.759 2.685 -4.337
104 H 4.579 -0.320 -3.589
105 H 3.087 0.231 -4.335
106 H 3.034 -0.666 -2.809
107 H 0.638 0.273 -4.002
108 H -0.783 0.610 -5.981
109 H -1.471 2.880 -6.642
110 H -0.743 4.822 -5.306
111 H 0.647 4.494 -3.310
112 H 1.989 2.431 0.878
113 H 2.506 4.324 2.372
114 H 3.144 6.517 1.419
115 H 3.206 6.810 -1.030
116 H 2.661 4.936 -2.512

## Properties
- LUMO level: -9.9 eV
- Energy relative to the best compared isomer or geometry (same formula, charge and spin): 27.1 kcal per mole
- E: -102246.650 eV
- Total charge: +3

2.
The following is a DFT calculation (ωB97M-V/def2-TZVPD) of a molecular structure, C31H25CrN5SSeTe in a non-equilibrium geometry.

Geometry (Å):
1 Cr 0.118 -0.981 0.356
2 C 0.591 -2.997 -2.170
3 C 1.452 -3.376 -0.995
4 C 2.368 -4.439 -1.144
5 C 3.157 -4.793 -0.097
6 C 3.047 -4.110 1.135
7 C 3.853 -4.450 2.239
8 C 3.701 -3.758 3.409
9 C 2.748 -2.736 3.514
10 C 1.930 -2.365 2.461
11 S 0.732 -1.122 2.677
12 C 2.100 -3.065 1.231
13 N 1.328 -2.717 0.141
14 H 1.172 -3.051 -3.090
15 H 0.204 -1.983 -2.072
16 H -0.245 -3.695 -2.269
17 H 2.435 -4.942 -2.100
18 H 3.877 -5.598 -0.188
19 H 4.577 -5.248 2.139
20 H 4.312 -4.000 4.269
21 H 2.631 -2.209 4.452
22 Se -7.192 0.705 -1.451
23 N -5.817 1.672 -0.854
24 C -4.828 0.848 -0.643
25 C -3.529 1.261 -0.130
26 C -3.233 2.571 0.269
27 C -2.009 2.836 0.806
28 C -1.051 1.810 0.902
29 N -1.291 0.588 0.484
30 C -2.527 0.296 0.008
31 C -2.790 -1.122 -0.285
32 N -1.774 -1.980 -0.073
33 C -1.990 -3.262 -0.217
34 C -3.235 -3.779 -0.606
35 C -4.267 -2.919 -0.868
36 C -4.060 -1.548 -0.705
37 C -5.093 -0.545 -0.926
38 N -6.288 -0.831 -1.362
39 H -3.985 3.342 0.167
40 H -1.745 3.827 1.144
41 H -0.072 1.987 1.324
42 H -1.141 -3.907 -0.020
43 H -3.361 -4.848 -0.706
44 H -5.236 -3.279 -1.187
45 C 0.959 6.560 0.079
46 C 1.204 5.099 -0.186
47 C 0.560 4.432 -1.218
48 C 0.780 3.081 -1.471
49 C 0.002 2.427 -2.582
50 C 1.686 2.360 -0.678
51 Te 2.047 0.305 -1.082
52 C 2.353 3.023 0.368
53 C 3.345 2.338 1.275
54 C 2.092 4.371 0.595
55 H 0.192 6.958 -0.587
56 H 1.868 7.145 -0.075
57 H 0.636 6.731 1.108
58 H -0.144 4.975 -1.842
59 H -0.651 3.150 -3.072
60 H -0.604 1.599 -2.203
61 H 0.670 1.986 -3.324
62 H 3.113 1.283 1.399
63 H 3.355 2.813 2.256
64 H 4.353 2.406 0.858
65 H 2.607 4.868 1.413

## Properties
- LUMO level (spin up / spin down): -1.3 / -1.3 eV
- Spin multiplicity: 5
- ⟨S²⟩: 6.03
- Energy relative to the best compared isomer or geometry (same formula, charge and spin): 0.0 kcal per mole
- E: -151902.737 eV

3.
The following is a DFT calculation (ωB97M-V/def2-TZVPD) of 2 unconnected molecules or ions with the total composition C4H4S in a non-equilibrium geometry.

Geometry (Å):
1 C -0.369 -1.922 -0.314
2 C -0.915 -0.867 -0.069
3 C 1.404 1.250 -0.428
4 C 0.931 0.930 0.603
5 S -2.108 0.345 0.185
6 H -0.030 -2.720 -0.799
7 H 1.618 1.235 -1.503
8 H -1.190 1.148 0.701
9 H 0.658 0.602 1.626

## Properties
- SMILES: C#CS.C#C
- LUMO level: 0.8 eV
- Energy relative to the best compared isomer or geometry (same formula, charge and spin): 113.1 kcal per mole
- E: -15042.773 eV

4.
The following is a DFT calculation (ωB97M-V/def2-TZVPD) of a molecular structure, C23H56AlN2O2.

Geometry (Å):
1 C -2.286 1.156 -0.511
2 C -3.211 0.111 -1.174
3 N -2.526 -1.017 -1.768
4 Al -1.565 -1.051 -3.368
5 N -2.732 -1.423 -4.803
6 C -0.182 -2.500 -3.047
7 C 1.296 -2.062 -3.037
8 C 2.010 -2.320 -4.372
9 C 3.122 -1.325 -4.719
10 C 4.031 -1.008 -3.545
11 O 5.243 -0.448 -4.034
12 C 6.101 -0.005 -3.012
13 C -0.626 0.679 -3.881
14 C -1.342 1.704 -4.757
15 C -2.636 2.229 -4.139
16 O -1.653 1.150 -6.046
17 H -2.551 1.357 0.535
18 H -1.259 0.781 -0.521
19 H -2.276 2.120 -1.027
20 H -3.960 -0.219 -0.437
21 H -3.792 0.604 -1.960
22 H -2.028 -1.517 -1.038
23 H -3.290 -2.249 -4.599
24 H -2.221 -1.678 -5.647
25 H -0.313 -3.281 -3.812
26 H -0.426 -2.997 -2.096
27 H 1.363 -0.984 -2.838
28 H 1.856 -2.542 -2.223
29 H 2.434 -3.332 -4.390
30 H 1.253 -2.293 -5.163
31 H 2.696 -0.389 -5.094
32 H 3.760 -1.724 -5.514
33 H 4.259 -1.931 -2.986
34 H 3.553 -0.314 -2.843
35 H 5.862 -0.472 -2.050
36 H 6.039 1.084 -2.893
37 H 7.132 -0.257 -3.274
38 H -0.252 1.193 -2.980
39 H 0.284 0.386 -4.431
40 H -0.693 2.564 -4.971
41 H -3.286 1.385 -3.892
42 H -2.444 2.815 -3.237
43 H -3.161 2.855 -4.867
44 H -2.235 0.401 -5.848
45 C -2.076 2.481 4.875
46 C -3.407 1.776 4.640
47 C -3.454 0.356 5.206
48 C -2.386 -0.581 4.637
49 C -2.391 -0.704 3.114
50 C -3.680 -1.298 2.560
51 H -1.254 1.964 4.378
52 H -2.095 3.503 4.492
53 H -1.840 2.526 5.942
54 H -3.618 1.751 3.567
55 H -4.215 2.360 5.091
56 H -4.448 -0.064 5.030
57 H -3.331 0.403 6.294
58 H -2.519 -1.577 5.073
59 H -1.402 -0.241 4.968
60 H -1.549 -1.332 2.809
61 H -2.208 0.273 2.657
62 H -3.866 -2.286 2.990
63 H -3.632 -1.405 1.476
64 H -4.544 -0.670 2.787
65 C 1.159 -0.190 1.206
66 C 1.726 -0.850 2.457
67 C 1.468 -0.035 3.723
68 C 2.081 1.367 3.729
69 C 3.597 1.401 3.543
70 C 4.361 0.652 4.628
71 H 1.645 0.764 0.993
72 H 1.282 -0.820 0.324
73 H 0.091 0.007 1.321
74 H 2.798 -1.034 2.330
75 H 1.267 -1.834 2.586
76 H 1.811 -0.591 4.601
77 H 0.385 0.069 3.837
78 H 1.827 1.854 4.677
79 H 1.615 1.970 2.946
80 H 3.924 2.444 3.522
81 H 3.855 0.986 2.564
82 H 4.124 1.052 5.618
83 H 5.440 0.733 4.485
84 H 4.110 -0.410 4.635

## Properties
- LUMO level: 2.5 eV
- E: -38434.971 eV
- Total charge: -1

5.
The following is a DFT calculation (ωB97M-V/def2-TZVPD) of a molecular structure, C40H53N5O2Pd.

Geometry (Å):
1 Pd -0.400 1.161 -0.492
2 C -2.160 2.959 1.112
3 O -1.463 3.453 -0.031
4 C -0.895 4.731 0.190
5 C 0.268 4.841 1.193
6 O 1.064 3.686 1.195
7 C 2.389 3.948 1.613
8 H -2.972 3.641 1.390
9 H -1.490 2.826 1.965
10 H -2.575 1.991 0.833
11 H -1.682 5.412 0.536
12 H -0.564 5.065 -0.793
13 H -0.109 5.023 2.208
14 H 0.871 5.709 0.902
15 H 2.937 4.514 0.850
16 H 2.876 2.987 1.759
17 H 2.406 4.512 2.553
18 C -2.731 -2.651 1.701
19 C -2.700 -1.127 1.554
20 C -4.107 -0.589 1.279
21 C -2.067 -0.497 2.774
22 C -2.733 -0.576 3.988
23 C -2.199 -0.033 5.144
24 C -1.000 0.652 5.064
25 C -0.300 0.762 3.869
26 C 0.923 1.666 3.819
27 C 2.126 1.083 4.567
28 C 0.599 3.057 4.382
29 C -0.797 0.122 2.708
30 N -0.087 0.147 1.502
31 C 1.197 -0.198 1.477
32 C 2.002 -0.118 0.332
33 N 1.550 0.276 -0.851
34 C 2.362 0.330 -1.994
35 C 3.082 -0.778 -2.513
36 C 3.948 -0.559 -3.587
37 C 4.076 0.665 -4.207
38 C 3.285 1.713 -3.774
39 C 2.436 1.570 -2.690
40 C 1.542 2.732 -2.295
41 C 0.157 2.565 -2.960
42 C 2.135 4.099 -2.643
43 C 2.851 -2.273 -2.262
44 C 1.704 -2.697 -3.196
45 C 2.631 -2.835 -0.859
46 H -3.128 -3.125 0.801
47 H -3.370 -2.940 2.539
48 H -1.730 -3.045 1.890
49 H -2.081 -0.861 0.703
50 H -4.782 -0.770 2.117
51 H -4.524 -1.080 0.396
52 H -4.080 0.485 1.089
53 H -3.690 -1.083 4.036
54 H -2.722 -0.120 6.087
55 H -0.605 1.121 5.958
56 H 1.185 1.792 2.770
57 H 1.868 0.885 5.610
58 H 2.962 1.786 4.548
59 H 2.459 0.147 4.121
60 H 0.458 3.026 5.463
61 H -0.313 3.457 3.935
62 H 1.421 3.747 4.177
63 H 1.662 -0.610 2.371
64 H 3.052 -0.391 0.440
65 H 4.514 -1.399 -3.975
66 H 4.753 0.792 -5.042
67 H 3.345 2.662 -4.291
68 H 1.394 2.686 -1.221
69 H 0.265 2.414 -4.036
70 H -0.459 3.450 -2.788
71 H -0.372 1.688 -2.541
72 H 2.056 4.306 -3.712
73 H 3.186 4.160 -2.357
74 H 1.591 4.887 -2.117
75 H 3.754 -2.768 -2.630
76 H 0.795 -2.144 -2.957
77 H 1.506 -3.769 -3.114
78 H 1.960 -2.475 -4.232
79 H 1.749 -2.426 -0.376
80 H 3.491 -2.641 -0.218
81 H 2.515 -3.920 -0.938
82 N -1.105 -9.147 -1.094
83 C -1.290 -8.030 -1.296
84 C -1.501 -6.639 -1.540
85 C -2.636 -6.194 -2.213
86 C -2.826 -4.847 -2.448
87 C -1.886 -3.916 -2.015
88 C -0.751 -4.362 -1.341
89 C -0.559 -5.706 -1.104
90 N -2.087 -2.538 -2.238
91 C -3.094 -1.949 -2.977
92 C -2.920 -0.607 -2.850
93 N -1.838 -0.344 -2.044
94 C -1.365 -1.512 -1.694
95 H -3.374 -6.911 -2.546
96 H -3.722 -4.521 -2.958
97 H -0.005 -3.663 -0.996
98 H 0.324 -6.043 -0.579
99 H -3.818 -2.507 -3.541
100 H -3.501 0.185 -3.291
101 H -0.510 -1.643 -1.053

## Properties
- LUMO level (spin up / spin down): -0.1 / -0.1 eV
- Spin multiplicity: 3
- ⟨S²⟩: 2.02
- Energy relative to the best compared isomer or geometry (same formula, charge and spin): 0.0 kcal per mole
- E: -57363.390 eV

6.
The following is a DFT calculation (ωB97M-V/def2-TZVPD) of a molecular structure, C31H20BrN7O3SeZr.

Geometry (Å):
1 Zr 0.141 0.334 0.329
2 O -1.490 -4.789 2.127
3 C -0.832 -4.966 0.973
4 C -0.769 -6.273 0.484
5 C -0.107 -6.542 -0.691
6 C 0.514 -5.520 -1.419
7 C 0.460 -4.234 -0.948
8 C -0.210 -3.926 0.251
9 C -0.235 -2.556 0.714
10 O 0.395 -1.632 -0.020
11 N -0.831 -2.183 1.813
12 N -0.596 -0.832 2.042
13 C -0.863 -0.389 3.228
14 C -0.565 0.936 3.703
15 C -1.054 1.305 4.968
16 C -0.740 2.531 5.513
17 C 0.096 3.399 4.814
18 C 0.613 3.058 3.574
19 C 0.276 1.835 3.015
20 O 0.758 1.502 1.796
21 H -1.438 -3.854 2.401
22 H -1.249 -7.053 1.058
23 H -0.065 -7.560 -1.053
24 H 1.033 -5.746 -2.339
25 H 0.941 -3.437 -1.497
26 H -1.323 -1.090 3.921
27 H -1.679 0.611 5.515
28 H -1.124 2.811 6.483
29 H 0.357 4.355 5.249
30 H 1.276 3.724 3.039
31 Se 3.904 1.262 -6.593
32 N 2.179 1.119 -6.154
33 C 2.125 1.036 -4.852
34 C 0.876 0.893 -4.112
35 C -0.368 0.822 -4.744
36 C -1.505 0.698 -3.977
37 C -1.378 0.656 -2.594
38 N -0.200 0.723 -1.971
39 C 0.922 0.839 -2.721
40 C 2.203 0.879 -2.012
41 N 2.168 0.763 -0.665
42 C 3.310 0.806 0.022
43 C 4.547 0.952 -0.594
44 C 4.596 1.054 -1.968
45 C 3.405 1.017 -2.699
46 C 3.373 1.106 -4.156
47 N 4.443 1.249 -4.890
48 H -0.413 0.865 -5.825
49 H -2.487 0.637 -4.424
50 H -2.255 0.567 -1.965
51 H 3.225 0.726 1.099
52 H 5.444 0.979 0.007
53 H 5.535 1.162 -2.495
54 Br -2.841 5.355 1.066
55 C -2.987 3.500 0.900
56 C -4.204 2.848 1.056
57 C -4.245 1.467 0.938
58 C -3.077 0.780 0.676
59 N -1.902 1.413 0.517
60 C -1.856 2.748 0.628
61 H -5.100 3.413 1.272
62 H -5.171 0.925 1.061
63 H -3.064 -0.302 0.603
64 H -0.890 3.227 0.522

## Properties
- LUMO level: -6.6 eV
- Energy relative to the best compared isomer or geometry (same formula, charge and spin): 1.3 kcal per mole
- E: -185705.799 eV
- Total charge: +2

7.
The following is a DFT calculation (ωB97M-V/def2-TZVPD) of 2 unconnected molecules or ions with the total composition C4H13NOS in a non-equilibrium geometry.

Geometry (Å):
1 C -0.048 -0.162 1.763
2 C 0.011 -1.045 0.522
3 C -0.641 -0.439 -0.713
4 S -2.439 -0.822 -0.857
5 C 0.591 1.227 1.482
6 N 1.917 1.104 0.848
7 H -1.062 0.132 2.053
8 H 0.442 -0.592 2.635
9 H 1.062 -1.338 0.444
10 H -0.496 -1.996 0.679
11 H -0.544 0.643 -0.774
12 H -0.250 -0.779 -1.669
13 H -2.920 0.195 -0.164
14 H -0.125 1.749 0.832
15 H 0.602 1.958 2.301
16 H 2.257 2.066 0.783
17 H 2.553 0.703 1.534
18 H 2.265 0.671 -1.010
19 H 2.443 -0.211 -2.245
20 O 2.636 0.685 -1.917

## Properties
- SMILES: NCCCCS.O
- LUMO level: 0.7 eV
- Energy relative to the best compared isomer or geometry (same formula, charge and spin): 12.8 kcal per mole
- E: -18731.458 eV

8.
The following is a DFT calculation (ωB97M-V/def2-TZVPD) of C4H9NO2 in the gas phase in a non-equilibrium geometry.

Geometry (Å):
1 C 0.055 -1.928 1.591
2 C -0.083 -0.401 1.760
3 N 0.541 0.393 0.703
4 C -0.169 0.753 -0.394
5 O -1.380 0.783 -0.459
6 O 0.644 1.078 -1.421
7 C -0.051 1.445 -2.608
8 H 1.102 -2.241 1.587
9 H -0.451 -2.499 2.383
10 H -0.399 -2.228 0.637
11 H -1.157 -0.164 1.777
12 H 0.441 0.049 2.604
13 H 1.546 0.341 0.594
14 H 0.724 1.644 -3.343
15 H -0.701 0.639 -2.957
16 H -0.663 2.336 -2.454

## Properties
- SMILES: CCNC(=O)OC
- LUMO level: 0.9 eV
- Energy relative to the best compared isomer or geometry (same formula, charge and spin): 13.9 kcal per mole
- E: -9879.458 eV

9.
The following is a DFT calculation (ωB97M-V/def2-TZVPD) of C3H7NO2 in the gas phase in a non-equilibrium geometry.

Geometry (Å):
1 C 1.899 -0.503 1.427
2 C -0.358 -0.325 -1.102
3 C -1.269 0.806 -0.729
4 H 1.965 0.028 2.373
5 H 2.934 -0.415 0.957
6 H 1.642 -1.575 1.651
7 H -0.583 -0.822 -2.028
8 H -1.190 1.035 0.395
9 H -0.873 1.743 -1.226
10 H -3.134 -0.032 -0.716
11 N 0.719 -0.704 -0.494
12 O 0.884 0.092 0.669
13 O -2.637 0.671 -1.177

## Properties
- SMILES: CO/N=C\CO
- LUMO level: 0.8 eV
- Energy relative to the best compared isomer or geometry (same formula, charge and spin): 84.0 kcal per mole
- E: -8806.887 eV